The following is a DFT calculation (wB97M-V/def2-TZVPD) of an isolated molecule of C2Cl2F4S in a non-equilibrium geometry.

XYZ file:
```
9
Properties=species:S:1:pos:R:3:forces:R:3:nbo_charge:R:1
C -0.9309 0.9480 -0.2110 -0.75 1.47 -1.16 0.907
C -0.9295 -0.5849 -0.1015 0.29 0.66 0.43 0.105
F -2.1496 1.4124 -0.6722 0.84 -1.04 0.56 -0.325
F -0.7414 1.5660 0.9590 0.11 -0.49 0.11 -0.304
F -0.0380 1.4566 -1.0729 0.17 -0.81 0.17 -0.309
F -1.4937 -0.8824 1.0670 -1.04 -0.16 0.47 -0.309
S 2.3644 -1.2238 0.9171 -0.66 -0.04 2.55 0.043
Cl 0.4367 -1.5239 -0.2662 -0.72 0.24 -1.01 0.301
Cl 3.4820 -1.1680 -0.6192 1.77 0.17 -2.12 -0.109
```
Positions in Å, forces in eV/Å.

Results
- F_max (eV/Å) = 2.8
- calculated total energy (eV) = -48820.3657
- Kohn-Sham gap (alpha / beta) (eV) = 7.8 / 7.3
- relative energy (zero: lowest compared OMol25 entry of this formula, charge and spin) (kJ/mol) = 290.7